C5H4O4Y | ωB97M-V/def2-TZVPD

Each line ends with the natural charge from an NBO analysis.
Geometry (Å):
C (-0.4439, -1.8889, 0.6048)  0.1672
C (-0.7195, -2.9214, 1.1641)  -0.1506
H (-0.9725, -3.8677, 1.6098)  0.2913
H (-1.6406, -1.9734, -1.2771)  0.5595
O (-0.1791, -0.6776, 0.0563)  -0.4178
C (-0.5578, -0.3980, -1.1977)  1.0689
O (0.0216, 0.5122, -1.7736)  -0.8283
O (-1.4061, -1.1694, -1.7802)  -0.6207
Y (0.1445, 1.6034, -4.0131)  1.9269
C (1.4483, 2.3291, 1.3684)  0.2840
C (0.7842, 2.0828, 2.3556)  -0.3520
O (1.9384, 2.4242, 0.1717)  -0.6627
H (0.0994, 2.0903, 3.1848)  0.2597
H (1.4830, 1.8543, -0.4740)  0.4744

Output
* molecular weight: 217.0 g mol⁻¹
* total energy: -531.29005 a.u.
* lowest unoccupied orbital energy (spin up / spin down): -10.612 / -10.609 eV
* total charge: +2
* <S²>: 0.750
* 2S+1: 2
* E_HOMO (spin up / spin down): -14.3 / -14.3 eV
* frontier orbital gap (spin up / spin down): 3.7 / 3.7 eV
* energy above the lowest of the compared OMol25 structures with the same formula, charge and spin: 0.0 kJ/mol